The ion C5H9N2 with charge +1 in a non-equilibrium geometry. Source: the Open Molecules 2025 dataset; level of theory: ωB97M-V/def2-TZVPD.

The geometry in ORCA input format:
```
! RIJCOSX wB97M-V def2-TZVPD def2/J DEFGRID3
* xyz 1 1
C -1.343 1.404 -0.292
N -2.016 0.314 0.012
C -1.602 -0.928 0.339
C -0.360 -1.469 0.098
N 0.473 -0.919 -0.714
C 1.590 -0.151 -0.778
C 2.083 0.312 0.539
H -0.222 1.336 -0.375
H -1.821 2.278 -0.737
H -3.085 0.453 0.051
H -2.382 -1.423 0.888
H -0.241 -2.549 0.231
H 2.120 0.101 -1.613
H 1.525 -0.126 1.397
H 2.211 1.451 0.472
H 3.071 -0.083 0.483
*
```

## Properties
SMILES: C=[NH+]/C=C\N=C/C
LUMO level (alpha / beta) (eV): -4.82 / -4.82
Largest force on an atom (eV Å⁻¹): 8.89
HOMO level (alpha / beta) (eV): -12.8 / -12.8
Electronic energy (hartree): -305.06946
ΔE to the lowest compared entry with this formula, charge and spin (kcal/mol): 100.8